No. 1
The following is a quantum chemistry calculation of C35H52BClF13KMgN7O14S as an isolated structure, from the Open Molecules 2025 dataset.

Geometry as XYZ:
```
126
Properties=species:S:1:pos:R:3
C 1.83867 -0.92532 -4.55663
C 1.88533 -0.42389 -3.14108
O 2.45612 0.57357 -2.82902
O 1.18311 -1.18647 -2.22398
C 2.01807 -1.64215 -1.14780
C 1.14300 -2.40544 -0.10333
N -0.24485 -2.41469 -0.60816
C -0.69337 -3.66083 -1.27525
C -1.80498 -4.44540 -0.63461
N -1.56032 -5.63854 -0.30840
C -1.16623 -1.65169 0.00357
N -2.27134 -1.39618 -0.65424
C -3.43060 -0.61985 -0.20056
C -3.98106 0.21099 -1.35806
C -4.63946 -0.65428 -2.41304
F -3.73288 -1.10195 -3.32256
F -5.49032 0.09674 -3.09775
F -5.30194 -1.68278 -1.88462
N -1.02827 -1.12901 1.27733
C 0.28332 -0.98038 1.89464
C -0.00741 -1.08493 3.40925
C 1.10477 -1.29218 4.38440
F -0.72555 0.03101 3.80592
S 0.85037 0.79474 1.59679
O 1.57394 1.32419 2.73026
O 1.65484 0.87565 0.41438
C -0.59398 1.95296 1.29827
F -1.71755 1.55906 1.89835
F -0.25187 3.09663 1.88359
C -0.88534 2.21774 -0.20840
F -0.68785 1.10205 -0.93435
F -2.19664 2.49026 -0.28658
C -0.15967 3.42599 -0.87464
F 0.00640 3.10490 -2.17077
F 1.06460 3.67370 -0.39934
C -1.02900 4.72202 -0.85875
F -0.18921 5.75075 -1.07728
F -1.90567 4.71242 -1.83423
F -1.61875 4.94090 0.30478
C 1.32800 -1.98508 1.37359
C 2.76020 -1.53304 1.69348
B 3.68278 -2.64126 2.38921
O 4.11295 -3.71272 1.65791
O 4.09008 -2.42255 3.69879
O 1.21929 -3.24548 2.17782
C 0.09871 -3.89130 2.12705
N -0.93256 -4.34437 2.38570
H 1.54307 -0.08001 -5.17410
H 2.82036 -1.27294 -4.86792
H 1.08151 -1.69348 -4.70184
H 2.74929 -2.32510 -1.58259
H 2.55259 -0.78050 -0.76891
H 1.48771 -3.43546 -0.16023
H -1.05588 -3.39366 -2.27598
H 0.11314 -4.35990 -1.47166
H -2.80034 -4.02428 -0.48407
H -2.38366 -6.08080 0.09877
H -2.36014 -1.77407 -1.59042
H -3.25957 -0.04118 0.69800
H -4.22479 -1.32934 0.04487
H -4.72331 0.88962 -0.94458
H -3.17679 0.74259 -1.85121
H -1.76714 -1.39363 1.92297
H -0.72116 -1.94175 3.58732
H 1.93953 -0.61798 4.31683
H 0.67529 -1.18696 5.38679
H 1.51768 -2.29560 4.37738
H 3.30315 -1.23112 0.80481
H 2.77053 -0.69431 2.37943
H 3.98389 -4.52881 2.15751
H 3.71498 -3.00059 4.37682
O -2.17972 8.11395 -2.02473
H -1.81935 7.24083 -1.81224
C 1.74749 -4.92302 -4.27490
O 1.85745 -4.13742 -3.08104
H 1.72322 -5.96749 -3.98039
H 0.82682 -4.68460 -4.81104
H 2.60520 -4.75168 -4.92800
H 1.87418 -3.21379 -3.34665
C -2.32683 -8.94409 -3.37494
C -1.01469 -8.24235 -3.68579
C 0.17821 -9.10035 -3.29325
O -0.95918 -6.98739 -3.00110
H -2.40928 -9.14014 -2.30192
H -3.17231 -8.31660 -3.65747
H -2.40565 -9.89279 -3.90616
H -0.96606 -8.01276 -4.75098
H 0.16658 -9.30051 -2.21823
H 1.11272 -8.58423 -3.51765
H 0.17278 -10.05350 -3.82236
H -1.00076 -7.16275 -2.05280
K 2.79982 0.66365 5.46639
Cl -7.72798 -1.61531 -2.07696
Mg -2.18100 -3.26677 4.34310
C -2.19991 12.14168 -2.16620
C -1.95953 13.49758 -1.99471
C -0.78841 13.92385 -1.38228
C 0.14615 12.99341 -0.94803
C -0.09355 11.63798 -1.12258
C -1.26858 11.20943 -1.72764
H -3.11354 11.80828 -2.64103
H -2.68522 14.22362 -2.33842
H -0.60352 14.98150 -1.24421
H 1.06126 13.32538 -0.47444
H 0.63732 10.91339 -0.78582
H -1.45902 10.14903 -1.85832
N -5.03698 4.31157 -0.11984
O -4.95058 4.79202 1.00669
O -4.81694 5.01133 -1.11859
O -5.33233 3.11523 -0.27372
C 1.99584 7.60324 -1.33104
C 2.79500 8.78183 -1.63994
N 3.43354 9.70222 -1.88297
H 1.10609 7.89336 -0.77584
H 1.69502 7.10847 -2.25171
H 2.58277 6.91125 -0.72937
C 3.21111 -4.51741 8.44174
C 3.89900 -3.57067 7.50055
O 3.29386 -3.03115 6.58883
C 5.36335 -3.31663 7.72786
H 2.16310 -4.61153 8.16719
H 3.68135 -5.50022 8.39085
H 3.27839 -4.14154 9.46348
H 5.92013 -4.25085 7.64794
H 5.51884 -2.89237 8.72071
H 5.73655 -2.61953 6.98034
```

Values from the calculation:
* DFT total energy: -157343.4805 eV
* charge: +1
* molar mass: 1183.545 g/mol
* orbital gap: 1.554 eV

No. 2
The following is a quantum chemistry calculation of C12H31ClIO2P2Rh as an isolated structure, from the Open Molecules 2025 dataset.

Geometry as XYZ:
```
50
Properties=species:S:1:pos:R:3
C 0.95874 -0.78297 -1.86229
C -0.10581 -0.48075 -0.88102
H 0.64980 -0.35842 -2.82786
H 1.08219 -1.87064 -1.92728
H 2.03810 -0.36987 -1.75252
O -1.28207 -0.60772 -0.98062
I -2.61741 -1.18582 1.35603
Rh 1.83714 0.42731 -0.24236
P 0.47499 2.23296 -0.25662
C -0.90863 2.51153 -1.41250
C -0.28236 2.38216 1.38924
H -0.84286 3.32419 1.42431
H 0.94203 4.61657 -0.20003
H 0.51307 2.38927 2.14289
H 2.43007 3.62848 0.00484
H -1.71314 3.03535 -0.87932
H -0.96715 1.53738 1.55835
C 1.48289 3.72333 -0.53607
H -0.55254 3.13855 -2.23873
H 1.68602 3.80888 -1.60994
H -1.31011 1.57341 -1.80809
P 1.65779 -1.26135 1.21668
C 0.81020 -2.83106 0.85467
C 3.34955 -1.80963 1.59739
H 1.39507 0.30371 3.02399
H 1.25135 -1.40171 3.56795
H -0.12192 -0.63371 2.70746
C 0.97370 -0.68008 2.79013
H 3.99978 -0.93192 1.65598
H 3.35380 -2.34687 2.55251
H 1.12765 -3.57229 1.60198
H 1.07445 -3.19230 -0.14691
H 3.69889 -2.47675 0.80269
H -0.28068 -2.68466 0.92943
Cl 3.37101 1.53156 1.16466
C -5.07047 -0.43352 -1.43672
C -4.45007 -1.78913 -1.66198
O -3.20484 -1.69815 -2.32864
C -3.11816 -2.24755 -3.62691
C -1.83693 -3.04633 -3.76378
H -4.37883 0.20852 -0.88392
H -5.97933 -0.55679 -0.84439
H -5.34297 0.03282 -2.38777
H -4.16929 -2.18471 -0.67516
H -5.15401 -2.46980 -2.16892
H -3.98175 -2.89111 -3.87118
H -3.08333 -1.39779 -4.32606
H -1.90581 -3.97137 -3.18254
H -1.67467 -3.31157 -4.81049
H -0.97491 -2.47673 -3.40550
```

Values from the calculation:
* spin multiplicity: 5
* DFT total energy: -59231.5494 eV
* charge: +2
* molar mass: 534.589 g/mol
* orbital gap (spin up / spin down): 7.538 / 4.241 eV

No. 3
The following is a quantum chemistry calculation of C38H29BrCoN5O5S as an isolated structure, from the Open Molecules 2025 dataset.

Geometry as XYZ:
```
80
Properties=species:S:1:pos:R:3
Co 0.45286 0.39432 0.99323
C -3.49331 -0.07703 2.40527
C -2.08471 -0.50118 2.01906
N -1.10183 0.40494 2.04203
N -0.99208 1.46013 2.90227
C 0.14441 1.37703 3.63698
N 0.16931 1.99695 4.81694
S 1.52297 0.66845 2.98212
C -0.47884 -2.23272 1.09462
C -0.86380 -3.61369 0.68432
C 0.14457 -4.57207 1.17801
C 1.34541 -4.08842 1.65464
C 1.64639 -2.72312 1.66898
N 0.73156 -1.80113 1.29138
H -3.51014 1.03149 2.47407
H -3.80089 -0.45497 3.40267
H -4.24826 -0.44634 1.69056
H -0.97399 3.02498 2.12175
H -0.69758 2.42172 5.11433
H 0.97877 2.31398 5.31970
H -0.97481 -3.73141 -0.39240
H -0.00930 -5.62723 1.06062
H 2.16900 -4.78908 1.88853
H 2.63480 -2.29333 1.95669
O 2.17607 1.12482 -0.83743
C 1.70689 0.45049 -2.03286
C 0.26966 -0.08004 -1.92089
O -0.23388 -0.56328 -2.92246
O -0.27856 -0.02572 -0.74630
C 2.59996 -0.77869 -2.21615
C 3.43708 -1.19319 -1.18363
C 4.12649 -2.39122 -1.31120
C 4.02337 -3.12491 -2.46819
C 3.23416 -2.71520 -3.54600
C 2.54550 -1.56529 -3.40592
C 1.85046 1.48891 -3.21248
C 0.70392 2.09275 -3.75225
C 0.86558 2.97017 -4.84788
C 2.15431 3.42338 -5.17909
C 3.24563 2.96051 -4.48935
C 3.11025 1.92605 -3.57967
H 1.67614 1.94137 -0.64741
H 3.48253 -0.52725 -0.32914
H 4.72635 -2.67453 -0.46574
H 4.68540 -4.01815 -2.50152
H 3.20335 -3.27978 -4.48185
H 1.97249 -1.10857 -4.18395
H -0.27996 1.92431 -3.34199
H -0.00736 3.27081 -5.41415
H 2.30836 4.15215 -5.98108
H 4.29324 3.32162 -4.73793
H 3.99621 1.48453 -3.21703
Br -0.51474 9.03985 -2.63442
C -0.21602 7.52140 -1.47725
C 0.83197 6.64839 -1.79426
C 1.06347 5.49497 -1.01830
C 0.11808 5.21742 0.02733
C -0.87426 6.16534 0.38809
C -1.04473 7.31615 -0.38419
C 0.00691 3.89841 0.66067
O -0.79540 3.93000 1.74133
O 0.44504 2.81501 0.18755
H 1.42833 6.85008 -2.68483
H 1.96346 4.89116 -1.19059
H -1.52239 5.91509 1.21866
H -1.70995 8.14918 -0.06538
N -6.61044 -7.32956 3.91050
C -5.57454 -6.90752 3.54694
C -4.47875 -6.11378 3.16984
C -4.70869 -4.73875 3.46926
C -3.88134 -3.77984 2.96181
C -3.08183 -4.06376 1.83184
C -2.89629 -5.45045 1.49173
C -3.49660 -6.47867 2.18335
C -2.18106 -3.13719 1.31213
C -1.73905 -1.81230 1.54750
H -5.44875 -4.52739 4.24766
H -3.88728 -2.80133 3.45485
H -2.24042 -5.79603 0.69071
H -3.25889 -7.54424 2.15466
```

Values from the calculation:
* spin multiplicity: 4
* DFT total energy: -176066.9787 eV
* energy relative to the best compared isomer or geometry (same formula, charge and spin): 59.82 kcal/mol
* charge: -1
* molar mass: 806.584 g/mol
* orbital gap (spin up / spin down): 4.827 / 4.761 eV

No. 4
The following is a quantum chemistry calculation of C3H4AlO2 as an isolated structure, from the Open Molecules 2025 dataset.

Geometry as XYZ:
```
10
Properties=species:S:1:pos:R:3
C -1.14314 1.47145 -0.56604
O 1.10816 -1.12928 -0.71620
C 0.78303 -0.60089 0.58823
C -0.38275 0.21662 0.61520
O -2.10750 0.75152 -0.06482
Al 0.17374 -0.05532 -2.13968
H 1.10288 -2.08815 -0.68606
H 1.66203 -0.09656 1.01780
H -0.20018 1.68577 0.50628
H -0.99628 -0.15515 1.44530
```

Values from the calculation:
* DFT total energy: -13851.3378 eV
* energy relative to the best compared isomer or geometry (same formula, charge and spin): 181.26 kcal/mol
* charge: +1
* molar mass: 99.045 g/mol
* orbital gap (spin up / spin down): 6.445 / 7.914 eV